No. 1
One molecule with the formula C3H5P at a distorted geometry. Source: the OMol25 dataset; level of theory: ωB97M-V/def2-TZVPD.

The geometry in XYZ format:
```
9
Properties=species:S:1:pos:R:3:lowdin_charge:R:1
C -2.36 -0.54 0.09 0.002
C -1.42 0.19 -0.06 -0.476
C 1.42 -0.06 0.30 -0.356
P 0.01 1.23 0.00 0.783
H -3.37 -1.08 0.14 0.064
H 1.49 -0.41 1.27 -0.020
H 2.39 0.47 0.03 0.032
H 1.39 -0.94 -0.47 0.064
H 0.46 1.16 -1.29 -0.093
```

For the HOMO-LUMO gap, the calculation gives 10.2 eV. The spin multiplicity is 1. Its total energy is -458.55908 a.u. Its SMILES is C#CPC. As for the charge: 0.

No. 2
A 2-piece molecular cluster, C3H5P overall at a distorted geometry. Source: the OMol25 dataset; level of theory: ωB97M-V/def2-TZVPD.

The geometry in XYZ format:
```
9
Properties=species:S:1:pos:R:3:lowdin_charge:R:1
C 3.36 -1.14 0.17 0.018
C 2.95 -0.03 0.00 -0.710
C -0.66 -0.34 0.48 -0.050
P 2.45 1.56 -0.30 0.714
H 3.83 -2.07 0.00 0.021
H -1.73 -0.39 0.29 0.023
H -0.44 0.18 1.29 -0.038
H -0.37 -1.36 0.67 0.016
H -0.29 -0.09 -0.51 0.006
```

For the HOMO-LUMO gap (spin up / spin down), the calculation gives 6.7 / 6.6 eV. The spin multiplicity is 1. Its total energy is -458.49275 a.u. As for the charge: 0.

No. 3
One molecule with the formula C3H5P at a distorted geometry. Source: the OMol25 dataset; level of theory: ωB97M-V/def2-TZVPD.

The geometry in XYZ format:
```
9
Properties=species:S:1:pos:R:3:lowdin_charge:R:1
C 0.51 -0.11 0.40 -0.554
C -0.62 -0.93 0.07 -0.230
C -0.81 0.59 0.11 -0.140
P 2.29 0.02 0.03 0.786
H -0.64 -1.34 -0.96 0.103
H -1.17 -1.67 0.78 0.131
H -1.23 1.10 0.85 0.038
H -0.74 1.07 -0.89 0.109
H 2.41 1.27 -0.40 -0.243
```

For the HOMO-LUMO gap, the calculation gives 8.2 eV. The spin multiplicity is 1. Its total energy is -458.51928 a.u. Its SMILES is P=C1CC1. As for the charge: 0.

No. 4
One molecule with the formula C3H5PS at a distorted geometry. Source: the OMol25 dataset; level of theory: ωB97M-V/def2-TZVPD.

The geometry in XYZ format:
```
10
Properties=species:S:1:pos:R:3:lowdin_charge:R:1
C -0.72 0.44 0.05 -0.440
C 0.58 -0.03 -0.18 -0.246
C 2.07 0.59 -0.31 -0.668
P -2.15 -0.70 -0.21 0.716
S 3.35 -0.37 -0.15 0.668
H -1.04 1.39 0.51 0.044
H 0.73 -1.06 -0.59 0.065
H 2.25 1.69 -0.27 0.041
H -3.23 -0.01 0.58 -0.090
H -1.85 -1.93 0.58 -0.089
```

For the HOMO-LUMO gap, the calculation gives 7.9 eV. The spin multiplicity is 1. Its total energy is -856.73569 a.u. Its SMILES is P/C=C/C=S. As for the charge: 0.

No. 5
One molecule with the formula C3H5PS at a distorted geometry. Source: the OMol25 dataset; level of theory: ωB97M-V/def2-TZVPD.

The geometry in XYZ format:
```
10
Properties=species:S:1:pos:R:3:lowdin_charge:R:1
C -0.06 0.34 -1.58 -0.079
C 0.53 0.15 -0.43 -0.227
C -0.08 -0.59 0.92 -0.511
P -1.63 -1.46 0.61 0.415
S -1.72 -2.86 1.96 0.101
H 0.35 0.99 -2.32 0.043
H -1.12 -0.08 -1.73 0.048
H 1.54 0.72 -0.16 0.122
H 0.62 -1.39 1.43 0.082
H -0.16 0.20 1.54 0.006
```

For the HOMO-LUMO gap, the calculation gives 7.5 eV. The spin multiplicity is 1. Its total energy is -856.77830 a.u. Its SMILES is C=CCP=S. As for the charge: 0.

No. 6
One molecule with the formula C3H6 at a distorted geometry. Source: the OMol25 dataset; level of theory: ωB97M-V/def2-TZVPD.

The geometry in XYZ format:
```
9
Properties=species:S:1:pos:R:3:lowdin_charge:R:1
C -0.02 0.83 -0.01 -0.288
C -0.93 -0.33 -0.01 -0.088
C 0.82 -0.39 -0.03 -0.114
H 0.02 1.28 1.00 0.107
H 0.08 1.49 -0.94 0.128
H -1.22 -0.74 0.91 0.057
H -1.39 -0.73 -0.89 0.068
H 1.29 -0.75 -0.92 0.062
H 1.34 -0.66 0.88 0.069
```

For the HOMO-LUMO gap, the calculation gives 10.6 eV. The spin multiplicity is 1. Its total energy is -117.83611 a.u. Its SMILES is C1CC1. As for the charge: 0.

Result set for energy above the lowest of the compared OMol25 structures with the same formula, charge and spin: 0.610 2.415 1.693 2.196 1.037 0.975 eV, one per record in the order listed.